Entry from the Open Molecules 2025 dataset: a structure of composition C28H37BNO3Sc in a non-equilibrium geometry (wB97M-V/def2-TZVPD).

```
! wB97M-V def2-TZVPD RIJCOSX def2/J DEFGRID3
* xyz 0 1
Sc 0.310 0.021 -0.139
O -2.366 2.229 0.623
O -1.230 2.099 2.655
O 4.499 0.163 0.569
N 4.380 -2.174 0.691
C 2.774 -0.858 -0.605
C 3.998 0.752 -2.264
C 4.028 -0.910 0.233
C -4.353 3.389 1.209
C 1.423 -6.301 0.184
C 2.322 -5.632 -0.657
C 1.933 -4.751 1.969
C -0.171 -2.306 0.146
C 3.020 -4.510 -0.185
C -0.768 0.815 -2.175
C -1.032 -0.757 1.631
C 0.259 -0.102 -2.545
C -0.007 -1.733 1.443
C -2.862 3.325 1.430
C -2.375 2.950 2.888
C -1.850 -0.755 0.448
C 1.512 0.470 -2.142
C -2.229 4.609 0.910
C -1.912 4.099 3.750
C 3.440 -2.797 1.642
C 1.250 1.732 -1.504
C 1.234 -5.864 1.503
C -0.163 1.929 -1.515
C -1.314 -1.713 -0.455
C 2.847 -0.245 -2.053
C 2.793 -4.050 1.116
C 2.980 -1.377 -3.077
C -3.410 2.146 3.673
B -1.345 1.669 1.357
H -1.746 -2.001 -1.412
H 3.745 -3.996 -0.821
H 4.959 0.229 -2.361
H 0.687 -2.065 2.216
H 3.984 -1.819 -3.011
H 4.087 1.467 -1.442
H 1.815 -4.389 2.993
H 2.258 -2.188 -2.921
H 2.493 -5.986 -1.676
H 2.337 -1.860 -0.656
H -1.828 0.705 -2.404
H -2.782 -0.210 0.308
H 2.655 -2.074 1.924
H -4.232 2.804 3.986
H -1.137 4.627 1.030
H -0.674 2.828 -1.184
H -1.505 3.714 4.691
H -4.765 4.243 1.760
H -4.554 3.544 0.143
H -1.144 4.706 3.261
H 0.395 -3.148 -0.251
H 3.826 1.300 -3.200
H -2.771 4.735 3.989
H 0.549 -6.383 2.178
H -2.938 1.749 4.581
H 3.973 -3.028 2.575
H 2.846 -0.982 -4.094
H -3.829 1.306 3.100
H -2.659 5.471 1.435
H 2.013 2.398 -1.085
H 0.155 -1.060 -3.068
H 5.341 -2.198 1.018
H 0.878 -7.176 -0.177
H -1.257 -0.320 2.602
H -2.466 4.723 -0.155
H 2.184 -0.168 0.087
H -4.866 2.476 1.530
*
```

**HOMO level (alpha / beta)**: -5.853 / -5.853 eV
**LUMO level (alpha / beta)**: 0.4 / 0.4 eV